No. 1
Here is one molecule with the formula C4H5ClF2O at a distorted geometry from the OMol25 dataset. Energies are from ωB97M-V/def2-TZVPD.

The charge is 0. The SMILES is OC[C@]1(Cl)CC1(F)F. The total energy comes out at -890.50794 a.u. As for the spin multiplicity: 1. For the HOMO energy, the calculation gives -10.57 eV. As for the energy above the lowest of the compared OMol25 structures with the same formula, charge and spin: 1.490 eV. The calculation puts the molar mass at 142.53 g mol⁻¹.

Last column: Mulliken charge in e.
CARTESIAN COORDINATES (ANGSTROEM)
O (2.13903, 0.65791, -0.14615)  -0.472
C (1.00031, 0.34586, -0.88567)  -0.536
C (-0.32504, 0.37714, -0.12513)  0.199
Cl (-0.96020, 2.04003, -0.25920)  -0.195
C (-0.37646, -0.43628, 1.15105)  -0.680
C (-1.20381, -0.79681, -0.00592)  0.756
F (-2.51419, -0.46636, 0.13016)  -0.284
F (-1.00568, -1.79170, -0.80105)  -0.276
H (1.73514, 1.22984, 0.51492)  0.348
H (0.91567, 0.92687, -1.78006)  0.388
H (1.19431, -0.83516, -1.05696)  0.182
H (0.44360, -1.14394, 1.24853)  0.290
H (-1.04268, -0.10740, 2.01549)  0.281

---

No. 2
Here is one molecule with the formula C7H12O2 at a distorted geometry from the OMol25 dataset. Energies are from ωB97M-V/def2-TZVPD.

The charge is 0. The total energy comes out at -424.23375 a.u. As for the spin multiplicity: 1. For the HOMO energy (alpha / beta), the calculation gives -8.71 / -9.74 eV. As for the energy above the lowest of the compared OMol25 structures with the same formula, charge and spin: 4.415 eV. The calculation puts the molar mass at 128.17 g mol⁻¹.

Last column: Mulliken charge in e.
CARTESIAN COORDINATES (ANGSTROEM)
C (0.57314, -2.15906, -0.73779)  -1.551
C (-0.25342, -0.14860, -2.03758)  -1.474
C (0.13093, -0.71365, -0.67767)  1.296
O (1.07986, 0.09938, 0.00882)  -0.455
H (-1.11643, -0.70297, -2.41019)  0.341
H (-0.23685, -2.78400, -1.12031)  0.354
H (1.43574, -2.27496, -1.39895)  0.377
H (0.85578, -2.51739, 0.25339)  0.361
H (-0.53882, 0.89773, -1.96848)  0.270
H (0.57389, -0.24948, -2.74368)  0.393
C (-0.14339, 2.22175, 0.62065)  -1.428
C (0.07333, 0.77421, 0.98010)  1.086
C (-0.97076, -0.31663, 0.44320)  0.152
C (0.57373, 0.50884, 2.29338)  -1.151
O (-2.16665, 0.02110, 0.15713)  -0.503
H (-0.85478, -1.16767, 1.16412)  0.317
H (-0.19180, 2.35747, -0.45710)  0.285
H (-1.09485, 2.54976, 1.04449)  0.290
H (0.66016, 2.84999, 1.01176)  0.423
H (1.33509, 1.13774, 2.74343)  0.340
H (0.27609, -0.38355, 2.83127)  0.278

---

No. 3
Here is a 2-piece molecular cluster, C8H16 overall at a distorted geometry from the OMol25 dataset. Energies are from ωB97M-V/def2-TZVPD.

The charge is 0. The SMILES is C/C=C/C.C/C=C/C. The total energy comes out at -314.35465 a.u. As for the spin multiplicity: 1. For the HOMO energy, the calculation gives -9.32 eV. As for the energy above the lowest of the compared OMol25 structures with the same formula, charge and spin: 1.085 eV. The calculation puts the molar mass at 112.22 g mol⁻¹.

Last column: Mulliken charge in e.
CARTESIAN COORDINATES (ANGSTROEM)
C (-3.43488, -0.89824, 0.67149)  -0.917
C (-3.50622, 0.54859, 0.06035)  -0.203
C (-2.48796, 1.17542, -0.52096)  0.149
C (-2.66878, 2.60471, -1.07817)  -1.020
H (-2.38271, -1.11027, 0.92564)  0.184
H (-3.78959, -1.67079, -0.03133)  0.257
H (-4.03817, -0.95726, 1.59299)  0.301
H (-4.49073, 1.03166, 0.11502)  0.213
H (-1.50672, 0.69002, -0.60562)  0.209
H (-2.51029, 2.64651, -2.16893)  0.277
H (-2.01326, 3.35096, -0.59858)  0.270
H (-3.71809, 2.86930, -0.86474)  0.272
C (4.64005, -1.88321, -0.28256)  -1.079
C (3.63941, -1.10741, 0.51257)  0.065
C (2.52641, -0.63728, 0.02965)  -0.136
C (1.43231, 0.19715, 0.68466)  -0.929
H (4.29012, -2.02888, -1.31839)  0.291
H (4.80194, -2.87296, 0.17656)  0.286
H (5.60292, -1.34581, -0.30879)  0.281
H (3.96821, -0.96977, 1.55110)  0.297
H (2.21857, -0.85749, -1.00104)  0.189
H (1.07596, 0.89803, -0.08890)  0.245
H (1.75885, 0.77896, 1.56301)  0.328
H (0.59263, -0.45195, 0.98500)  0.169

---

No. 4
Here is C15H13Cl5FNSiTa as an isolated structure at a distorted geometry from the OMol25 dataset. Energies are from ωB97M-V/def2-TZVPD.

The charge is +3. The total energy comes out at -3380.30859 a.u. As for the spin multiplicity: 1. For the HOMO energy (alpha / beta), the calculation gives -18.38 / -18.38 eV. The calculation puts the molar mass at 612.57 g mol⁻¹.

Last column: Mulliken charge in e.
CARTESIAN COORDINATES (ANGSTROEM)
Ta (-0.84816, 1.00012, -0.87454)  1.350
C (-0.40915, -3.78403, 0.25513)  -1.057
Si (-1.25132, -2.30063, -0.13575)  0.197
C (-2.72325, 1.50597, -0.45984)  -0.938
C (-3.01809, -2.30903, -0.18727)  -0.898
N (-0.47214, -0.92556, -0.91019)  0.164
C (0.85993, -0.71051, -1.35010)  0.636
C (2.09358, -1.18169, -0.77361)  -0.326
C (3.31493, -0.90472, -1.29158)  -0.892
C (3.35124, -0.12694, -2.49909)  -0.399
C (2.23086, 0.36159, -3.14623)  -0.883
C (1.06344, 0.02366, -2.53843)  0.859
F (-0.14172, 0.84720, -2.84019)  -0.353
H (0.16662, -3.60989, 1.18855)  0.398
H (0.28285, -4.26809, -0.43600)  0.426
H (-0.99810, -4.65614, 0.49432)  0.429
H (-3.51817, 1.29563, 0.20806)  0.452
H (-3.31200, 1.46547, -1.45609)  0.536
H (-2.49603, 2.64287, -0.50684)  0.393
H (-3.54772, -1.39622, -0.37166)  0.318
H (-3.39148, -2.62268, 0.76665)  0.415
H (-3.34113, -3.00669, -0.91384)  0.420
H (2.00109, -1.95081, 0.00322)  0.371
H (4.18906, -1.32413, -0.83354)  0.513
H (4.28983, 0.20077, -2.88032)  0.457
H (2.29350, 1.21082, -3.86422)  0.449
Cl (-0.35477, -0.96042, 2.30334)  -0.216
C (0.05608, 0.71872, 2.02998)  -0.078
C (0.00190, 1.51223, 0.88748)  -0.085
C (0.32696, 2.82576, 0.87002)  0.408
Cl (0.28974, 3.37942, -0.77287)  -0.095
C (0.56029, 3.53314, 2.05098)  0.106
Cl (0.93822, 5.20387, 2.16115)  -0.083
C (0.53885, 2.79731, 3.24499)  0.312
Cl (0.79304, 3.54642, 4.72004)  -0.055
C (0.19083, 1.45075, 3.24724)  -0.148
Cl (-0.00962, 0.51645, 4.61104)  -0.103

---

No. 5
Here is C37H35IN9OS2Ti as an isolated structure at a distorted geometry from the OMol25 dataset. Energies are from ωB97M-V/def2-TZVPD.

The charge is +1. The total energy comes out at -3942.45667 a.u. As for the spin multiplicity: 1. For the HOMO energy (alpha / beta), the calculation gives -9.98 / -9.98 eV. As for the energy above the lowest of the compared OMol25 structures with the same formula, charge and spin: 0.985 eV. The calculation puts the molar mass at 860.65 g mol⁻¹.

Last column: Mulliken charge in e.
CARTESIAN COORDINATES (ANGSTROEM)
Ti (0.81314, 0.62317, 0.51947)  -1.422
C (-3.75608, -3.22755, 0.47666)  -0.784
C (-2.73868, -3.37789, 1.41096)  -0.925
C (-1.91499, -2.30929, 1.72373)  0.069
C (-2.08427, -1.07984, 1.08358)  -1.328
C (-3.13386, -0.92201, 0.18500)  0.661
C (-3.96119, -1.99368, -0.11875)  -0.853
N (-1.19816, -0.01898, 1.40911)  1.232
C (-1.56545, 0.80800, 2.37054)  0.296
C (-2.87232, 0.91316, 2.94408)  -0.621
C (-3.11179, 1.84098, 3.91217)  -0.667
C (-2.09086, 2.69980, 4.40641)  -0.910
C (-0.82101, 2.58761, 3.93824)  -0.888
C (-0.53815, 1.64847, 2.91502)  0.569
N (0.68078, 1.31158, 2.46643)  2.344
N (1.71483, 1.70599, 3.11376)  -1.631
C (2.87190, 1.14838, 2.63107)  0.217
C (4.06292, 1.35843, 3.32253)  -1.008
C (5.20982, 0.74678, 2.86109)  -0.385
C (5.13516, -0.06699, 1.73625)  -1.190
C (3.91739, -0.21892, 1.10190)  -0.113
N (2.80411, 0.39087, 1.51586)  0.690
H (-4.39796, -4.06416, 0.23379)  0.445
H (-2.59222, -4.32833, 1.90884)  0.459
H (-1.13286, -2.40807, 2.46324)  0.446
H (-3.30173, 0.03720, -0.29100)  0.483
H (-4.77327, -1.85050, -0.82069)  0.455
H (-3.65478, 0.25485, 2.59161)  0.506
H (-4.10934, 1.93097, 4.32379)  0.452
H (-2.33056, 3.42868, 5.16789)  0.431
H (-0.00956, 3.19362, 4.31800)  0.498
H (4.04420, 1.97763, 4.20737)  0.583
H (6.15109, 0.88853, 3.37504)  0.443
H (6.00728, -0.58017, 1.35909)  0.474
H (3.82732, -0.84059, 0.22474)  0.377
C (3.13964, -4.37543, -0.53723)  -0.662
C (1.71157, -4.58296, -0.03628)  -0.828
N (0.71970, -3.85355, -0.82791)  0.304
C (0.09715, -4.54935, -1.96139)  -0.523
C (0.78688, -4.27880, -3.29762)  -1.071
C (0.44915, -2.56393, -0.61516)  0.666
S (1.20677, -1.79619, 0.74498)  -0.511
N (-0.39882, -2.00870, -1.49081)  0.466
C (-0.70602, -0.74275, -1.60090)  -1.172
O (-0.18468, 0.21063, -0.92008)  1.038
C (-1.69103, -0.38106, -2.64078)  0.529
C (-2.36294, -1.35836, -3.37294)  -0.139
C (-3.27538, -0.98710, -4.34378)  -0.940
C (-3.53137, 0.35690, -4.58783)  -0.503
C (-2.86652, 1.33389, -3.85931)  -0.995
C (-1.94325, 0.96715, -2.89601)  -0.086
H (3.83810, -4.89404, 0.11966)  0.401
H (3.38761, -3.31417, -0.54448)  0.042
H (3.26587, -4.76840, -1.54466)  0.283
H (1.63364, -4.25825, 0.99907)  0.438
H (1.44996, -5.63877, -0.07894)  0.433
H (-0.94051, -4.23014, -2.01179)  0.275
H (0.12196, -5.61454, -1.73623)  0.442
H (0.89520, -3.20604, -3.45280)  0.207
H (0.18918, -4.68869, -4.11167)  0.377
H (1.77169, -4.74229, -3.33571)  0.355
H (-2.16832, -2.39957, -3.16025)  0.448
H (-3.78651, -1.74845, -4.91821)  0.453
H (-4.23904, 0.64393, -5.35458)  0.418
H (-3.06352, 2.38193, -4.04497)  0.492
H (-1.39410, 1.71782, -2.34098)  0.359
S (2.49303, 0.64344, -1.58622)  -0.540
C (2.73616, 2.16032, -0.84059)  0.526
C (3.73477, 3.08022, -1.20773)  -0.877
C (3.86468, 4.24486, -0.49375)  -0.612
C (2.98723, 4.50393, 0.56873)  -0.851
C (2.02873, 3.57305, 0.86805)  -0.458
N (1.90051, 2.41678, 0.18743)  1.562
H (4.38431, 2.83814, -2.03633)  0.523
H (4.63788, 4.96015, -0.74272)  0.429
H (3.04815, 5.42041, 1.13693)  0.508
H (1.31861, 3.75262, 1.66405)  0.373
I (-2.06947, 6.30461, -1.96536)  0.131
C (-1.83117, 4.50677, -0.96181)  -1.090
C (-2.80628, 3.69166, -0.43943)  -0.141
N (-2.16263, 2.64530, 0.10705)  0.084
N (-0.83242, 2.72797, -0.01859)  0.560
C (-0.61827, 3.86330, -0.67031)  -0.277
H (-3.87899, 3.78704, -0.42596)  0.541
H (-2.56812, 1.84908, 0.56933)  -0.269
H (0.37040, 4.19186, -0.94001)  0.478